Entry 1:
{"formula": "C7H12O4", "method": "wB97M-V/def2-TZVPD", "smiles": "O=C(O)CCCCCC(=O)O", "de_lowest_ev": 3.3101, "homo_lumo_gap_ev": 10.37, "symbols": ["C", "C", "C", "C", "C", "C", "C", "H", "H", "H", "H", "H", "H", "H", "H", "H", "H", "H", "H", "O", "O", "O", "O"], "xyz": [[-1.17352, -1.40924, 0.06795], [-1.68600, -0.19581, 0.77891], [-1.61304, 0.92632, -0.34266], [-0.38363, 1.87014, -0.08837], [0.85009, 0.95788, -0.41413], [1.44645, 0.02315, 0.90680], [2.59162, -0.55956, 0.06522], [-1.00028, -2.31057, -1.54861], [-2.76902, -0.66547, 0.83765], [-1.13030, 0.13150, 1.61428], [-1.62500, 0.21638, -1.33065], [-2.47042, 1.59502, -0.23453], [-0.39428, 2.28636, 1.03887], [-0.33689, 2.71002, -0.77658], [0.12366, 0.13974, -0.90293], [1.80535, 1.37173, -1.12305], [1.68364, 0.76497, 1.64486], [0.57750, -0.54215, 1.36232], [1.54569, -1.96121, 0.03434], [-1.39221, -1.41167, -1.28252], [-0.45594, -2.42280, 0.40969], [2.43828, -1.79847, -0.14731], [3.36825, 0.28374, -0.56955]]}

***

Entry 2:
{"formula": "C23H21FN4O2S", "method": "wB97M-V/def2-TZVPD", "smiles": "Fc1ccc(-c2nnc(SCc3ncc(-c4ccccc4)o3)n2C[C@@H]2CCCO2)cc1", "homo_lumo_gap_ev": 8.60, "symbols": ["F", "C", "C", "C", "C", "C", "C", "H", "H", "C", "N", "N", "C", "N", "C", "H", "H", "C", "C", "H", "C", "H", "C", "H", "H", "O", "H", "H", "H", "S", "C", "C", "N", "C", "C", "C", "C", "C", "C", "C", "C", "H", "H", "H", "H", "H", "O", "H", "H", "H", "H", "H"], "xyz": [[-2.51363, -6.02992, 0.39996], [-2.18440, -4.73284, 0.23639], [-0.87171, -4.39879, -0.05050], [-0.54568, -3.06806, -0.20723], [-1.51698, -2.07047, -0.07892], [-2.83439, -2.43922, 0.18897], [-3.17043, -3.77129, 0.35123], [-4.18683, -4.06730, 0.55772], [-3.62017, -1.70263, 0.24671], [-1.06959, -0.70083, -0.27003], [-0.05406, -0.39864, -1.04328], [0.16057, 0.91539, -0.98483], [-0.71558, 1.41954, -0.15423], [-1.53848, 0.44440, 0.33051], [-2.59154, 0.65795, 1.27663], [-2.88247, -0.30006, 1.70806], [-2.21019, 1.31309, 2.06765], [-3.80008, 1.38137, 0.64938], [-4.16721, 0.93646, -0.78481], [-5.23258, 0.71387, -0.84512], [-3.82120, 2.15692, -1.64195], [-2.78988, 2.09895, -1.99080], [-3.96327, 3.29285, -0.63259], [-5.01730, 3.58740, -0.52503], [-3.36101, 4.17044, -0.86382], [-3.48537, 2.76254, 0.58563], [-4.47964, 2.27157, -2.49905], [-3.61223, 0.05632, -1.10252], [-4.65489, 1.24190, 1.32952], [-0.77113, 3.06959, 0.37411], [1.02342, 3.41200, 0.20721], [1.81006, 2.27154, 0.72339], [1.58293, 1.59078, 1.80669], [2.53196, 0.61639, 1.81922], [3.32376, 0.74854, 0.70765], [4.45904, 0.00225, 0.21045], [5.01374, -1.03444, 0.96204], [6.09756, -1.73980, 0.47692], [6.64259, -1.42398, -0.75773], [6.09545, -0.39718, -1.50972], [5.01107, 0.31295, -1.03256], [4.57671, 1.10954, -1.61685], [6.51608, -0.15021, -2.47344], [7.49073, -1.97780, -1.13210], [6.52216, -2.54048, 1.06468], [4.59372, -1.28033, 1.92502], [2.85069, 1.81940, 0.01516], [2.56626, -0.10107, 2.61196], [1.26576, 3.57746, -0.84136], [1.19128, 4.31947, 0.78776], [0.46508, -2.77113, -0.43658], [-0.12869, -5.17440, -0.14551]]}

***

Entry 3:
{"formula": "C24H71N3O12PS", "method": "wB97M-V/def2-TZVPD", "charge": 1, "homo_lumo_gap_ev": 8.55, "symbols": ["C", "C", "C", "C", "P", "N", "N", "C", "S", "N", "C", "C", "C", "C", "C", "C", "C", "O", "C", "H", "H", "H", "H", "H", "H", "H", "H", "H", "H", "H", "H", "H", "H", "H", "H", "H", "H", "H", "H", "H", "H", "H", "H", "H", "H", "H", "C", "O", "H", "H", "H", "H", "C", "O", "H", "H", "H", "H", "C", "O", "H", "H", "H", "H", "C", "O", "H", "H", "H", "H", "C", "O", "H", "H", "H", "H", "C", "O", "H", "H", "H", "H", "C", "O", "H", "H", "H", "H", "C", "O", "H", "H", "H", "H", "C", "O", "H", "H", "H", "H", "C", "O", "H", "H", "H", "H", "C", "O", "H", "H", "H", "H"], "xyz": [[-2.36678, -1.80455, -1.13068], [-1.38412, -1.56308, 0.02165], [-0.24046, -0.66964, -0.29695], [0.62867, -0.66226, -1.37516], [0.65201, -1.79964, -2.77853], [0.81377, -3.29111, -2.34612], [1.50839, 0.36731, -1.17389], [1.22384, 0.97697, -0.02944], [2.06009, 2.36376, 0.58622], [0.17065, 0.36655, 0.52220], [-0.46888, 0.75276, 1.79065], [-1.58412, 1.79760, 1.55918], [-2.94826, 1.40437, 2.13092], [-4.07749, 2.09317, 1.36187], [-4.23925, 1.54713, -0.06605], [-5.66611, 1.19792, -0.49521], [-6.37799, 0.25234, 0.44533], [-5.64367, -0.96080, 0.54218], [-6.42653, -2.12091, 0.40255], [-3.33978, -2.03098, -0.69926], [-2.50228, -0.92875, -1.75943], [-2.08901, -2.67488, -1.71655], [-0.97733, -2.52097, 0.34727], [-1.95063, -1.18049, 0.86397], [1.70796, -1.29404, -3.55833], [-0.50086, -1.48008, -3.51054], [0.02871, -3.84475, -2.66763], [2.25724, 0.66837, -1.79224], [2.94921, 1.80541, 1.43771], [0.30979, 1.16350, 2.42418], [-0.83574, -0.15148, 2.25952], [-1.68666, 1.94650, 0.48466], [-1.25935, 2.72734, 2.01462], [-3.01134, 1.72552, 3.17030], [-3.09335, 0.32344, 2.10647], [-4.99236, 2.00612, 1.94014], [-3.86307, 3.15872, 1.30564], [-3.86701, 2.30159, -0.76030], [-3.62191, 0.66113, -0.22029], [-6.28699, 2.08002, -0.64577], [-5.60990, 0.68559, -1.45670], [-7.38278, 0.06181, 0.06466], [-6.50675, 0.67258, 1.44292], [-6.48766, -2.44695, -0.63773], [-7.43101, -2.01262, 0.80837], [-5.94461, -2.92671, 0.95621], [4.01178, -4.17913, -3.53826], [4.70284, -5.09312, -4.38163], [4.53433, -3.22556, -3.59235], [2.97838, -4.04256, -3.86329], [4.01139, -4.52319, -2.50136], [4.25028, -5.94083, -4.34211], [0.42582, 4.40081, -2.96549], [-0.13557, 4.08103, -1.69339], [-0.06727, 5.30369, -3.31313], [1.49967, 4.59101, -2.88938], [0.25134, 3.60144, -3.69075], [0.28743, 3.28469, -1.36582], [3.94432, -0.47479, 2.57008], [4.03571, 0.66435, 3.42785], [2.99110, -0.38974, 2.04384], [4.75690, -0.46789, 1.83683], [3.96361, -1.41395, 3.12264], [4.86722, 0.61525, 3.90631], [-1.55118, -4.81698, 2.83716], [-1.82457, -4.49722, 1.46848], [-0.84281, -4.07819, 3.20485], [-2.45330, -4.77309, 3.44842], [-1.10149, -5.80770, 2.92697], [-2.44525, -5.14976, 1.13392], [3.57873, 2.22394, -4.30917], [2.68262, 1.27694, -3.70473], [4.18462, 2.64830, -3.51391], [4.23020, 1.73271, -5.03155], [3.02229, 3.02246, -4.80119], [2.14321, 0.89668, -4.40364], [-2.09057, 4.99885, 0.68400], [-2.71575, 4.79610, 1.94774], [-2.24748, 4.11484, 0.07216], [-2.52371, 5.86039, 0.17002], [-1.01358, 5.14989, 0.80257], [-2.56313, 5.59139, 2.46857], [6.71790, -6.96265, -7.39303], [5.99548, -7.03610, -6.17096], [6.56044, -7.89975, -7.92083], [6.35885, -6.14216, -8.02067], [7.78947, -6.83617, -7.21736], [6.12786, -6.20957, -5.69555], [4.29773, -4.53872, 2.93298], [4.44116, -3.44510, 3.83943], [3.34400, -4.41487, 2.42595], [5.09631, -4.54570, 2.18745], [4.29314, -5.49351, 3.46193], [5.28041, -3.55240, 4.29540], [4.78752, 5.54264, 0.30794], [5.04521, 4.16534, 0.04012], [5.69112, 6.09080, 0.05797], [3.96560, 5.92187, -0.30531], [4.55901, 5.70833, 1.36357], [4.25406, 3.66540, 0.25401], [-0.66112, 7.21318, 3.86886], [-1.93831, 7.06343, 4.48890], [-0.79680, 7.12553, 2.79265], [-0.23605, 8.19348, 4.09365], [0.02234, 6.42968, 4.20683], [-1.80147, 7.14171, 5.43637], [-4.24579, -2.33802, 3.39338], [-4.73198, -3.49153, 4.07229], [-3.60342, -1.80140, 4.08837], [-3.66220, -2.61817, 2.50980], [-5.06699, -1.68546, 3.08859], [-5.30782, -3.97404, 3.47348]]}

***

Entry 4:
{"formula": "C22H26FeN", "method": "wB97M-V/def2-TZVPD", "charge": -1, "de_lowest_ev": 0.0000, "s2": 6.09, "spin_multiplicity": 5, "homo_lumo_gap_ev": [4.26, 5.01], "symbols": ["C", "N", "C", "C", "C", "C", "H", "H", "H", "H", "H", "H", "H", "H", "H", "H", "H", "C", "C", "C", "C", "C", "Fe", "C", "C", "C", "C", "C", "C", "C", "C", "C", "C", "C", "C", "H", "H", "H", "H", "H", "H", "H", "H", "H", "H", "H", "H", "H", "H", "H"], "xyz": [[-0.95668, -2.64320, 1.14327], [-0.27312, -2.95408, -0.11993], [0.79090, -4.00451, 0.03330], [0.84505, -4.79061, -1.28582], [-0.44648, -4.42303, -2.06129], [-1.21534, -3.42682, -1.17290], [-1.71208, -1.87336, 0.98992], [-1.44033, -3.53212, 1.54785], [-0.23816, -2.27797, 1.87608], [1.74369, -3.53069, 0.29204], [0.51269, -4.65662, 0.86552], [1.73997, -4.52129, -1.86026], [0.91422, -5.87142, -1.10445], [-0.20694, -3.97177, -3.03290], [-1.05199, -5.31305, -2.28115], [-2.06557, -3.91396, -0.68775], [-1.60597, -2.56972, -1.73239], [3.71676, 2.97733, 0.73377], [2.57920, 2.96035, 1.63491], [1.67234, 4.02000, 1.22962], [2.25497, 4.69331, 0.08179], [3.51681, 4.04708, -0.22344], [1.92856, 2.65658, -0.32772], [1.29588, 1.96975, -2.19068], [2.34958, 1.07926, -1.61501], [1.89457, 0.57474, -0.39355], [0.50739, 1.09867, -0.14964], [-0.32191, 0.74291, 0.89879], [-1.76139, 0.92358, 0.94024], [-2.40544, 1.06546, 2.17183], [-3.77874, 1.11981, 2.25197], [-4.54246, 1.01638, 1.10292], [-3.92662, 0.87640, -0.12716], [-2.55148, 0.83765, -0.21045], [0.20039, 1.99070, -1.32275], [4.58185, 2.31257, 0.78224], [2.42208, 2.25189, 2.45323], [0.72842, 4.27844, 1.71657], [1.82819, 5.54790, -0.44748], [4.22959, 4.35929, -0.98849], [1.36991, 2.51650, -3.13418], [3.32141, 0.86288, -2.06443], [2.42620, -0.12172, 0.25522], [0.11950, 0.22265, 1.73089], [-1.80411, 1.12647, 3.06197], [-4.25632, 1.22893, 3.21288], [-5.61865, 1.02354, 1.16867], [-4.52195, 0.76538, -1.02084], [-2.07264, 0.68102, -1.16130], [-0.71575, 2.56852, -1.45953]]}

***

Entry 5:
{"formula": "C23H31F5MoN3O12P3S4", "method": "wB97M-V/def2-TZVPD", "charge": -1, "de_lowest_ev": 2.4156, "s2": 3.77, "spin_multiplicity": 4, "homo_lumo_gap_ev": [7.66, 8.18], "symbols": ["Mo", "C", "C", "O", "P", "S", "S", "O", "C", "C", "H", "H", "H", "H", "H", "H", "H", "H", "H", "H", "C", "C", "O", "P", "O", "O", "O", "P", "O", "O", "O", "H", "H", "H", "H", "H", "H", "H", "C", "C", "O", "H", "H", "H", "H", "H", "H", "F", "C", "C", "C", "F", "C", "F", "C", "F", "C", "F", "N", "C", "C", "C", "C", "C", "C", "S", "O", "O", "N", "C", "S", "C", "C", "N", "H", "H", "H", "H", "H", "H", "H", "H"], "xyz": [[-0.45376, 0.04309, 0.42898], [6.31983, 0.73823, 2.53787], [4.90214, 1.25424, 2.71277], [3.93912, 0.27106, 2.32441], [3.39975, 0.12337, 0.82500], [1.68297, -0.96902, 1.17513], [3.66652, 1.72482, -0.28107], [4.42860, -1.02135, 0.29755], [4.56749, -1.29340, -1.09633], [5.94803, -1.87798, -1.32604], [7.02895, 1.45811, 2.94993], [6.53092, 0.59096, 1.47878], [6.44152, -0.21558, 3.05237], [4.75694, 2.15624, 2.11590], [4.68786, 1.46814, 3.76033], [4.45194, -0.36509, -1.65846], [3.78107, -1.99108, -1.39733], [6.70249, -1.18353, -0.95615], [6.11980, -2.04198, -2.39107], [6.05238, -2.82409, -0.79312], [-5.85061, 2.45578, 0.22456], [-5.09666, 1.23118, -0.26687], [-5.58926, 0.81007, -1.52535], [-3.32008, 1.68398, -0.53696], [-2.84607, 2.61162, 0.68134], [-3.43346, 2.68631, -1.77149], [-2.33055, 0.61091, -0.83199], [-5.08368, -0.20672, 0.92856], [-6.22325, 0.18634, 2.03556], [-5.52656, -1.40175, 0.17094], [-3.77528, -0.12703, 1.64562], [-5.70025, 3.28513, -0.47079], [-5.51564, 2.73023, 1.22502], [-6.91527, 2.23102, 0.26769], [-5.56014, -0.16351, -1.51697], [-3.36845, 3.42303, 0.74482], [-2.75398, 2.47060, -2.43162], [-7.02585, -0.29700, 1.79043], [-2.64665, 0.85415, 4.50243], [-1.51318, 1.33679, 3.61161], [-1.18814, 0.33741, 2.64414], [-2.84702, 1.57727, 5.29426], [-2.37691, -0.10078, 4.95569], [-3.55323, 0.71257, 3.91308], [-0.60883, 1.50473, 4.19400], [-1.78753, 2.26871, 3.10693], [-2.06417, 0.01965, 2.29534], [1.12551, 1.80952, 2.67284], [0.79564, 2.61618, 1.64492], [0.20609, 2.06902, 0.50402], [0.00005, 3.03244, -0.47957], [-0.53589, 2.66966, -1.66228], [0.29910, 4.37468, -0.35928], [0.03356, 5.23211, -1.35877], [0.84357, 4.85181, 0.81722], [1.11094, 6.15224, 0.97237], [1.10260, 3.94884, 1.82748], [1.65738, 4.37573, 2.97346], [3.25046, -4.98656, -4.13987], [2.26631, -4.02361, -3.94538], [0.91970, -4.39027, -3.88946], [-0.05832, -3.43211, -3.70118], [0.30119, -2.09811, -3.57750], [1.63356, -1.71704, -3.65183], [2.60968, -2.67209, -3.85555], [-0.85465, -0.93753, -2.88803], [-0.42534, 0.38689, -3.21640], [-2.18752, -1.33681, -3.25399], [-0.53849, -1.22608, -1.29349], [-1.38409, -2.01978, -0.57577], [-2.67999, -3.02715, -1.14270], [-2.96349, -3.51585, 0.49696], [-2.13259, -2.87413, 1.33897], [-1.22636, -2.04236, 0.73118], [3.00110, -5.92258, -3.87011], [4.17732, -4.71817, -3.85547], [0.65067, -5.43704, -3.97028], [-1.10231, -3.70491, -3.63060], [1.87822, -0.66919, -3.52901], [3.65325, -2.38664, -3.92126], [-3.76072, -4.19781, 0.73433], [-2.11996, -2.95918, 2.41456]]}